(1)
ORCA calculation (ωB97M-V/def2-TZVPD) on a structure of composition C4H5NO5 at a distorted geometry.

Each line ends with the natural charge from an NBO analysis.
Cartesian coordinates (Å):
N (-0.872, -0.275, -0.467)  -0.224
C (-0.117, -1.228, -1.172)  0.888
C (1.109, 0.750, 1.032)  0.728
C (-0.860, 1.063, -0.556)  -0.060
C (-0.257, 1.212, 0.677)  -0.128
O (-2.110, -0.949, 0.180)  -0.567
O (0.619, -0.655, -2.126)  -0.672
O (1.496, 1.328, 2.189)  -0.671
O (-0.146, -2.399, -0.904)  -0.643
O (1.763, -0.105, 0.490)  -0.569
H (-1.836, -1.879, 0.280)  0.493
H (1.228, -1.321, -2.477)  0.507
H (2.356, 0.963, 2.451)  0.503
H (-1.653, 1.636, -1.012)  0.209
H (-0.721, 1.859, 1.417)  0.205

Forces on the atoms, in the same order (eV/Å):
N -0.5 -6.6 -2.8
C -1.4 0.9 0.1
C -0.1 -2.1 0.9
C 0.3 1.0 3.1
C -1.6 3.5 -0.2
O 1.9 1.7 -0.3
O 0.2 0.1 -0.1
O -0.1 0.4 -0.1
O 0.1 -0.5 0.0
O 0.0 0.6 -0.1
H 0.4 0.2 -0.2
H -0.1 0.0 0.1
H -0.1 0.0 -0.2
H 0.2 0.2 -0.2
H 0.6 0.8 0.1

Output
- M: 147.09 g mol⁻¹
- E_HOMO: -8.8872 eV
- Relative energy (zero: lowest compared OMol25 entry of this formula, charge and spin): 4.387 eV
- Gap between HOMO and LUMO: 7.8 eV
- Calculated total energy: -15952.31169 eV
- E_LUMO: -1.1 eV
- Total charge: 0

---

(2)
ORCA calculation (ωB97M-V/def2-TZVPD) on an isolated molecule of C4H3N3O at a distorted geometry.

Each line ends with the natural charge from an NBO analysis.
Cartesian coordinates (Å):
C (-2.244, -0.357, -0.079)  0.395
C (-0.713, -0.158, -0.060)  0.238
C (1.188, 1.204, -0.004)  0.029
C (1.825, -0.052, 0.052)  -0.057
H (-2.309, -1.421, -0.155)  0.115
H (1.781, 2.165, 0.186)  0.240
H (2.833, -0.289, 0.354)  0.220
N (-0.224, 1.095, -0.271)  -0.347
N (1.196, -1.192, -0.041)  -0.168
N (-0.050, -1.285, -0.098)  -0.203
O (-3.284, 0.290, 0.115)  -0.463

Forces on the atoms, in the same order (eV/Å):
C -2.1 0.2 1.2
C -1.6 4.3 -2.0
C -2.2 -1.6 -0.6
C 0.4 1.7 1.2
H -0.6 -1.3 -0.4
H -1.5 -1.3 -0.8
H 0.5 1.0 -0.3
N 3.3 0.0 2.4
N 2.7 -2.0 -0.4
N -2.6 -0.6 0.5
O 3.7 -0.6 -0.7

Output
- M: 109.09 g mol⁻¹
- E_HOMO: -9.7404 eV
- Relative energy (zero: lowest compared OMol25 entry of this formula, charge and spin): 2.721 eV
- Gap between HOMO and LUMO: 8.7 eV
- Structure (SMILES): O=Cc1nccnn1
- Calculated total energy: -10710.93000 eV
- E_LUMO: -1.1 eV
- Total charge: 0

---

(3)
ORCA calculation (ωB97M-V/def2-TZVPD) on a structure of composition C38H45BaN6O3Se at a distorted geometry.

Each line ends with the Mulliken charge.
Cartesian coordinates (Å):
Ba (0.078, -0.865, -0.550)  1.935
C (-2.113, 1.525, 0.898)  -1.233
O (-2.064, 0.490, -0.062)  0.507
C (-3.047, -0.602, 0.122)  0.354
C (-4.103, -0.684, -0.743)  -0.423
C (-5.054, -1.693, -0.586)  -1.019
C (-4.940, -2.537, 0.515)  -0.515
C (-3.887, -2.418, 1.453)  -0.740
C (-2.837, -1.460, 1.261)  0.598
N (-1.834, -1.490, 2.116)  -1.200
N (-0.644, -0.851, 1.793)  0.613
C (-0.029, -0.188, 2.720)  -0.684
C (1.334, 0.302, 2.468)  -0.091
O (1.835, 0.238, 1.157)  -0.444
C (2.173, 0.800, 3.464)  -0.552
C (1.627, 1.041, 4.726)  -0.792
C (0.299, 0.809, 4.975)  0.882
C (-0.294, 1.302, 6.183)  -1.291
C (-1.650, 1.097, 6.463)  -0.361
C (-2.486, 0.449, 5.556)  -1.417
C (-1.909, 0.038, 4.377)  -0.250
C (-0.526, 0.239, 4.030)  1.566
H (-2.669, 2.340, 0.468)  0.405
H (-2.506, 1.172, 1.895)  0.276
H (-1.113, 1.859, 1.131)  0.064
H (-4.169, 0.088, -1.496)  0.169
H (-5.878, -1.715, -1.306)  0.384
H (-5.797, -3.224, 0.748)  0.265
H (-3.764, -3.265, 2.188)  0.260
H (3.206, 1.009, 3.170)  0.308
H (2.301, 1.442, 5.485)  0.275
H (0.291, 1.958, 6.796)  0.354
H (-2.014, 1.412, 7.441)  0.339
H (-3.466, 0.339, 5.822)  0.577
H (-2.604, -0.549, 3.766)  0.423
C (5.728, -0.641, -2.560)  -0.293
C (4.950, 0.132, -1.736)  -0.982
C (3.550, 0.130, -1.834)  0.068
N (2.945, -0.615, -2.773)  0.195
C (3.689, -1.258, -3.607)  -0.091
C (5.094, -1.383, -3.548)  -0.850
H (6.858, -0.653, -2.468)  0.305
H (5.366, 0.701, -0.892)  0.301
H (2.918, 0.723, -1.161)  0.656
H (3.205, -1.783, -4.478)  0.296
H (5.534, -1.984, -4.309)  0.428
C (1.511, -3.978, 2.168)  -1.242
C (0.101, -4.048, 1.554)  0.127
O (0.289, -3.613, 0.131)  -0.140
C (-0.402, -4.455, -0.804)  -0.409
C (-1.876, -3.987, -0.896)  -0.566
H (1.478, -4.256, 3.192)  0.434
H (1.944, -2.946, 2.029)  0.054
H (2.206, -4.682, 1.703)  0.367
H (-0.528, -3.275, 2.075)  -0.178
H (-0.354, -5.043, 1.578)  0.567
H (-0.303, -5.515, -0.529)  0.362
H (0.130, -4.207, -1.756)  0.098
H (-2.406, -4.140, 0.026)  0.319
H (-2.456, -4.513, -1.666)  0.452
H (-2.018, -2.948, -1.103)  -0.096
C (0.904, 0.260, -5.498)  -0.749
N (-0.198, 0.532, -4.499)  0.313
C (-0.835, -0.558, -3.890)  -0.648
Se (-0.544, -2.299, -4.177)  -0.122
N (-1.748, -0.011, -3.080)  0.173
C (-1.775, 1.331, -3.097)  0.964
C (-2.499, 2.264, -2.374)  -0.713
C (-2.027, 3.620, -2.522)  -1.064
C (-0.969, 3.866, -3.361)  -0.193
C (-0.334, 3.003, -4.183)  -1.052
C (-0.760, 1.712, -3.986)  0.876
H (0.529, -0.386, -6.303)  0.391
H (1.763, -0.288, -5.051)  0.031
H (1.310, 1.139, -5.943)  0.342
H (-2.459, -0.559, -2.600)  0.029
H (-3.364, 2.199, -1.761)  0.604
H (-2.297, 4.315, -1.794)  0.348
H (-0.647, 4.943, -3.389)  0.217
H (0.387, 3.295, -4.961)  0.328
C (1.184, 3.393, 1.704)  -1.629
C (1.801, 2.570, 0.457)  0.829
C (1.300, 3.254, -0.884)  -0.735
C (3.396, 2.475, 0.448)  -1.971
N (1.236, 1.216, 0.250)  -0.205
H (1.287, 4.467, 1.410)  0.482
H (1.586, 3.280, 2.702)  0.350
H (0.131, 3.166, 1.846)  0.239
H (1.396, 4.345, -0.735)  0.487
H (0.229, 2.951, -0.947)  -0.179
H (1.957, 2.894, -1.730)  0.213
H (3.884, 3.345, 0.874)  0.407
H (3.612, 2.598, -0.564)  0.668
H (3.668, 1.496, 0.860)  0.246

Forces on the atoms, in the same order (eV/Å):
Ba 0.8 -0.3 -0.8
C -0.3 -0.4 1.6
O -1.5 -1.5 -0.4
C 1.7 1.7 0.5
C 0.2 -0.2 0.2
C -0.5 0.6 -0.9
C -0.1 -0.2 1.7
C -1.5 -1.5 -1.1
C 0.6 -0.4 0.3
N -0.4 -0.7 -0.1
N -0.5 -0.2 -0.5
C 2.3 1.7 1.5
C -0.5 -0.2 0.0
O 0.3 -0.8 0.6
C -1.3 -0.4 -0.5
C 2.9 0.4 -0.3
C -0.4 1.3 1.5
C -1.8 -0.5 -0.3
C 2.1 0.7 0.8
C 3.3 0.5 -0.6
C -1.2 -0.5 0.1
C -2.4 -1.7 -1.2
H -0.6 0.5 0.1
H -0.1 0.3 -1.1
H 0.4 -0.1 -0.4
H -0.3 0.0 -0.2
H 0.2 -0.3 0.5
H 1.1 0.4 -0.4
H -0.1 1.4 -0.5
H -0.3 0.1 0.3
H -0.4 0.0 0.0
H 0.3 -0.1 0.5
H -0.1 0.2 -0.2
H -2.5 -0.6 0.2
H 0.9 0.5 -0.2
C 1.8 -0.6 -0.7
C -0.8 0.8 1.6
C 0.9 -0.5 -0.3
N -1.3 1.5 1.1
C 1.4 -2.1 -2.2
C -1.5 1.0 0.5
H -1.5 0.0 0.0
H 0.0 -0.2 -0.6
H 0.0 -0.4 -0.2
H 0.1 0.4 1.1
H 0.7 -0.3 -0.2
C 0.0 0.5 -1.3
C 1.0 1.9 -0.4
O -0.5 -1.2 1.3
C -0.3 1.8 -0.7
C 0.2 -1.4 -0.3
H -0.1 0.1 1.1
H -0.6 -0.9 0.4
H -0.1 0.0 -0.3
H 0.2 -0.9 -0.6
H 0.1 0.1 0.0
H 0.0 0.3 -0.2
H -0.5 -0.7 0.4
H -0.1 -0.2 0.6
H 0.3 -0.1 0.0
H 0.3 0.8 -0.3
C -0.5 -0.8 0.9
N 0.4 -1.9 -0.2
C 0.8 2.0 -1.4
Se 0.2 -0.9 0.0
N -1.6 -2.2 1.0
C 0.2 1.9 -0.1
C 1.1 2.9 -0.9
C 0.2 -3.9 -0.2
C 0.2 4.4 0.1
C 0.1 -0.9 -1.0
C 1.3 -0.9 -0.9
H -0.2 0.2 0.3
H -0.9 0.5 0.2
H -0.1 1.0 0.0
H 0.3 -0.1 0.0
H -0.3 -1.0 0.5
H -0.9 1.3 0.7
H -0.2 -1.1 0.0
H -0.3 -0.2 0.7
C 0.5 0.5 -1.6
C -0.1 -0.7 0.2
C 0.7 -0.4 1.4
C -2.1 0.6 1.1
N 0.1 1.2 -0.2
H -0.2 -0.5 0.4
H 0.7 -0.4 0.0
H -0.2 0.0 -0.4
H -0.1 -0.3 -0.5
H 0.7 0.3 -0.5
H -1.1 0.4 0.7
H 0.1 -0.1 0.8
H 0.8 -0.4 -1.8
H 0.3 0.5 0.0

Output
- M: 850.11 g mol⁻¹
- E_HOMO: -2.2174 eV
- Relative energy (zero: lowest compared OMol25 entry of this formula, charge and spin): 2.970 eV
- Gap between HOMO and LUMO: 4.2 eV
- Calculated total energy: -121256.08231 eV
- E_LUMO: 2.0 eV
- Total charge: -1

---

(4)
ORCA calculation (ωB97M-V/def2-TZVPD) on a structure of composition C3H3Cl2F3N3O2PS at a distorted geometry.

Each line ends with the natural charge from an NBO analysis.
Cartesian coordinates (Å):
C (-0.091, 0.070, 1.344)  0.449
C (-0.176, 0.818, -2.225)  -0.431
C (-0.781, 0.598, 2.629)  0.936
N (1.053, 0.603, 1.053)  -0.836
N (-0.773, -0.890, 0.816)  -0.930
N (0.270, -0.450, -1.695)  -1.016
O (2.608, -1.157, 0.207)  -0.847
O (2.578, 1.052, -0.819)  -0.850
F (-1.948, 1.158, 2.193)  -0.329
F (-1.115, -0.454, 3.401)  -0.303
F (-0.192, 1.551, 3.314)  -0.287
P (-0.598, -1.353, -0.731)  1.788
S (1.918, 0.071, -0.087)  2.371
Cl (-2.414, -1.655, -1.497)  -0.199
Cl (0.244, -3.075, -0.842)  -0.151
H (-0.326, 1.484, -1.464)  0.193
H (0.682, 1.206, -2.740)  0.222
H (-0.940, 0.425, -2.857)  0.220

Forces on the atoms, in the same order (eV/Å):
C -0.6 -0.6 1.7
C 1.7 -2.1 -1.1
C -1.8 -0.1 -0.8
N 0.0 1.5 0.5
N -0.7 -0.6 -1.3
N 2.2 -0.2 2.2
O -1.0 0.6 -0.3
O 0.6 1.8 -1.2
F 0.1 -0.3 0.1
F 0.5 0.8 0.1
F 0.8 -0.4 0.3
P -0.2 0.8 0.5
S 0.6 -3.2 -1.1
Cl -0.2 0.2 0.1
Cl 0.5 -1.6 0.3
H -1.6 2.0 1.7
H 0.1 0.2 -0.9
H -1.1 1.3 -0.8

Output
- M: 304.02 g mol⁻¹
- E_HOMO: -10.4509 eV
- Relative energy (zero: lowest compared OMol25 entry of this formula, charge and spin): 0.071 eV
- Gap between HOMO and LUMO: 9.4 eV
- Calculated total energy: -65045.59468 eV
- E_LUMO: -1.1 eV
- Total charge: 0

---

(5)
ORCA calculation (ωB97M-V/def2-TZVPD) on a cluster of 2 separate species, C2H9NS in total at a distorted geometry.

Each line ends with the natural charge from an NBO analysis.
Cartesian coordinates (Å):
C (-2.025, 0.406, 1.149)  -0.705
S (-1.347, -0.991, 0.125)  -0.110
H (-1.925, 0.093, 2.156)  0.215
H (-1.477, 1.297, 0.755)  0.226
H (-3.057, 0.508, 0.877)  0.214
C (2.335, 1.080, -1.258)  -0.422
N (2.000, 0.186, -0.110)  -0.818
H (3.398, 1.036, -1.426)  0.175
H (1.706, 0.709, -2.208)  0.195
H (2.107, 2.120, -0.969)  0.191
H (2.801, -0.421, -0.238)  0.346
H (2.371, 0.681, 0.728)  0.343
H (-0.237, -0.390, -0.245)  0.149

Forces on the atoms, in the same order (eV/Å):
C 0.9 -0.2 -2.3
S -0.9 -0.1 0.2
H 0.3 0.5 1.0
H -0.5 -0.6 1.1
H -0.5 0.1 0.0
C -2.1 -0.1 -1.0
N 1.7 0.8 0.3
H 0.4 0.1 -0.7
H 1.6 1.1 2.0
H -0.2 -0.4 -0.6
H -0.5 -1.3 0.4
H -0.8 -0.2 -0.5
H 0.7 0.2 0.0

Output
- M: 79.17 g mol⁻¹
- E_HOMO: -8.5144 eV
- Relative energy (zero: lowest compared OMol25 entry of this formula, charge and spin): 1.109 eV
- Gap between HOMO and LUMO: 9.4 eV
- Structure (SMILES): CN.CS
- Calculated total energy: -14544.18469 eV
- E_LUMO: 0.9 eV
- Total charge: 0

---

(6)
ORCA calculation (ωB97M-V/def2-TZVPD) on a cluster of 2 separate species, C2H5ClNO2 in total at a distorted geometry.

Each line ends with the natural charge from an NBO analysis.
Cartesian coordinates (Å):
C (1.678, -0.291, 0.918)  -0.505
C (-1.636, -0.416, -0.673)  0.425
N (-1.573, 0.925, -0.516)  -0.270
O (-0.677, 1.517, 0.225)  -0.739
O (-0.976, -1.310, -0.116)  -0.732
Cl (2.883, -0.076, -0.462)  -0.194
H (0.793, 0.225, 0.599)  0.293
H (1.705, -1.326, 1.099)  0.194
H (-2.336, -0.857, -1.552)  0.044
H (-2.044, 1.411, -1.263)  0.310
H (2.184, 0.197, 1.741)  0.174

Forces on the atoms, in the same order (eV/Å):
C 1.9 1.2 -0.4
C -0.4 -1.3 -1.6
N -0.9 -2.8 -1.0
O 0.8 1.0 0.8
O -0.2 0.8 0.4
Cl -0.1 0.0 0.1
H -0.8 -0.1 0.1
H -0.7 -1.2 0.0
H 0.7 1.8 1.5
H -0.2 0.5 -0.1
H -0.1 0.3 0.3

Output
- M: 110.52 g mol⁻¹
- E_HOMO: -2.4714 eV
- Relative energy (zero: lowest compared OMol25 entry of this formula, charge and spin): 0.000 eV
- Gap between HOMO and LUMO: 6.4 eV
- Calculated total energy: -20261.50529 eV
- E_LUMO: 3.9 eV
- Total charge: -1